No. 1
C11H10N4O2S | wB97M-V/def2-TZVPD

Output
2S+1: 1
Structure (SMILES): CN1C(=O)Nc2ccccc2[C@]12SC(N)=NC2=O
Highest occupied orbital energy (eV): -8.5
ΔE to the lowest compared entry with this formula, charge and spin (kcal/mol): 0.0
LUMO energy (eV): 0.252
HOMO-LUMO gap (hartree): 0.323

XYZ file:
```
28
Properties=species:S:1:pos:R:3:mulliken_charge:R:1
C 0.887 2.742 -0.992 -1.081
N 1.015 1.439 -0.355 0.196
C 2.203 1.161 0.272 0.346
O 3.087 1.969 0.433 -0.697
N 2.405 -0.046 0.829 -0.100
C 1.472 -1.037 0.917 0.103
C 1.859 -2.283 1.369 -0.592
C 0.898 -3.263 1.583 -0.524
C -0.439 -3.004 1.281 -0.878
C -0.824 -1.753 0.741 -0.342
C 0.134 -0.776 0.528 0.031
C -0.194 0.566 -0.160 1.371
S -0.798 0.053 -1.810 -0.281
C -2.367 0.769 -1.524 0.781
N -3.311 0.677 -2.459 -0.406
N -2.638 1.348 -0.408 -0.654
C -1.488 1.268 0.439 -0.006
O -1.497 1.968 1.457 -0.558
H 1.516 2.768 -1.902 0.325
H 1.228 3.550 -0.366 0.378
H -0.148 3.009 -1.250 0.343
H 3.294 -0.126 1.321 0.262
H 2.899 -2.409 1.665 0.362
H 1.129 -4.212 2.002 0.424
H -1.152 -3.828 1.404 0.360
H -1.834 -1.562 0.394 0.369
H -4.226 0.918 -2.174 0.258
H -3.111 0.091 -3.235 0.211
```

***

No. 2
C31H47ClO2OsP2 | wB97M-V/def2-TZVPD

Output
2S+1: 5
Highest occupied orbital energy (spin up / spin down) (eV): -11.9 / -13.5
Total charge: +2
LUMO energy (spin up / spin down) (eV): -5.770 / -9.716
<S²>: 6.03
HOMO-LUMO gap (spin up / spin down) (hartree): 0.224 / 0.137

XYZ file:
```
84
Properties=species:S:1:pos:R:3:mulliken_charge:R:1
Os 0.007 -0.609 -0.705 -0.728
C -1.174 0.991 -1.411 1.672
C -1.979 -0.179 -1.195 -0.056
C -1.077 0.483 0.852 0.290
C -0.631 1.402 -0.144 0.304
C -1.896 -0.509 0.206 0.862
C -1.083 1.811 -2.655 -1.320
H -1.322 1.218 -3.544 0.344
H -0.074 2.236 -2.769 0.293
H -1.778 2.662 -2.603 0.343
C -0.015 2.743 0.119 -1.490
H 0.711 3.005 -0.656 0.298
H 0.497 2.754 1.085 0.209
H -0.780 3.533 0.152 0.388
C -1.023 0.715 2.328 -1.481
H -1.897 1.283 2.670 0.383
H -0.141 1.299 2.589 0.160
H -1.008 -0.226 2.875 0.303
C -2.711 -1.544 0.913 -1.302
H -3.682 -1.112 1.193 0.358
H -2.226 -1.859 1.843 0.308
H -2.894 -2.413 0.272 0.339
C -2.815 -0.901 -2.193 -1.516
H -3.874 -0.628 -2.106 0.348
H -2.739 -1.983 -2.036 0.396
H -2.482 -0.686 -3.212 0.331
C 3.891 -2.444 -4.012 0.031
C 2.925 -2.288 -4.946 -0.629
C 2.301 -3.397 -5.737 -0.866
C 1.980 -4.656 -4.905 -1.016
C 1.568 -4.388 -3.476 -0.092
C 2.427 -4.535 -2.457 -0.426
C 3.929 -4.635 -2.596 -1.143
C 4.579 -3.746 -3.693 -0.951
H 2.975 -3.680 -6.564 0.437
H 2.860 -5.318 -4.902 0.222
H 1.378 -3.029 -6.213 0.313
H 4.683 -4.334 -4.619 0.378
H 4.347 -1.554 -3.565 0.768
H 2.662 -1.285 -5.280 0.617
H 5.604 -3.497 -3.359 0.438
H 4.407 -4.398 -1.629 0.203
H 2.063 -4.765 -1.453 0.857
H 4.206 -5.685 -2.805 0.495
H 1.168 -5.207 -5.406 0.434
H 0.487 -4.269 -3.321 0.492
P 1.996 -0.397 -1.879 1.560
P 0.820 -2.558 0.436 0.924
C 3.016 -1.790 -1.246 1.371
C 2.639 -2.498 0.052 -1.601
H 4.059 -1.455 -1.215 1.039
H 2.946 -2.511 -2.060 -2.349
H 3.016 -3.531 0.063 0.857
H 3.094 -1.961 0.890 0.624
C 0.693 -2.694 2.228 -0.997
H -0.316 -2.443 2.568 0.265
H 1.399 -1.993 2.689 0.087
H 0.929 -3.719 2.544 0.536
C -0.038 -3.973 -0.307 -1.305
H 0.521 -4.902 -0.137 0.633
H -0.154 -3.813 -1.387 0.021
H -1.036 -4.064 0.141 0.504
C 2.952 1.048 -2.183 -0.998
H 2.382 1.751 -2.805 0.461
H 3.902 0.794 -2.673 0.371
H 3.140 1.498 -1.181 0.170
C 0.874 -0.895 -3.247 -0.202
H -0.164 -1.075 -2.880 -0.226
H 1.199 -1.833 -3.702 -0.851
H 0.826 -0.087 -3.998 0.575
Cl 3.575 3.391 7.049 -0.022
C 3.322 2.724 5.491 0.465
C 3.897 3.343 4.362 -0.670
C 3.680 2.795 3.096 -0.280
C 2.901 1.640 2.941 0.589
C 2.339 1.028 4.073 0.062
C 2.540 1.564 5.346 -0.848
C 2.618 1.115 1.551 -0.170
O 3.108 1.783 0.601 -0.817
O 1.897 0.066 1.487 -0.114
H 4.490 4.243 4.483 0.461
H 4.097 3.269 2.209 0.490
H 1.724 0.138 3.945 0.324
H 2.092 1.103 6.220 0.465
```

***

No. 3
C2H4BrFO | wB97M-V/def2-TZVPD

Output
2S+1: 1
Highest occupied orbital energy (spin up / spin down) (eV): -7.7 / -8.1
ΔE to the lowest compared entry with this formula, charge and spin (kcal/mol): 89.4
LUMO energy (spin up / spin down) (eV): 0.345 / 0.558
HOMO-LUMO gap (spin up / spin down) (hartree): 0.294 / 0.318

XYZ file:
```
9
Properties=species:S:1:pos:R:3:mulliken_charge:R:1
C 1.121 -0.110 0.360 -0.403
C -1.358 -0.375 -0.324 -0.114
O 1.302 0.983 1.093 -0.422
F -1.675 -1.678 -0.321 -0.205
Br -1.460 0.422 -2.052 -0.137
H 1.445 -0.165 -0.666 0.328
H 1.057 -1.018 0.940 0.332
H -1.927 0.182 0.414 0.280
H 1.495 1.759 0.556 0.340
```

***

No. 4
CF3InNO4S2 | wB97M-V/def2-TZVPD

Output
2S+1: 1
Highest occupied orbital energy (spin up / spin down) (eV): -14.4 / -15.0
Total charge: +1
ΔE to the lowest compared entry with this formula, charge and spin (kcal/mol): 0.0
LUMO energy (spin up / spin down) (eV): -7.995 / -7.105
HOMO-LUMO gap (spin up / spin down) (hartree): 0.236 / 0.289

XYZ file:
```
12
Properties=species:S:1:pos:R:3:mulliken_charge:R:1
N 0.766 0.050 1.255 -0.372
S 2.138 -0.578 0.486 0.917
O 2.781 0.726 -0.124 -0.330
O 3.021 -1.682 0.032 -0.386
S -0.484 0.602 0.500 1.119
O -0.046 1.083 -0.870 -0.446
O -1.282 1.149 1.605 -0.505
In 1.679 1.300 -1.543 0.881
C -1.878 -0.459 -0.211 0.696
F -2.254 -1.350 0.695 -0.184
F -2.918 0.295 -0.531 -0.184
F -1.523 -1.135 -1.293 -0.207
```

***

No. 5
C6H5F | wB97M-V/def2-TZVPD

Output
2S+1: 1
Structure (SMILES): C#C/C=C(/F)C=C
Highest occupied orbital energy (eV): -8.5
ΔE to the lowest compared entry with this formula, charge and spin (kcal/mol): 90.4
LUMO energy (eV): -0.078
HOMO-LUMO gap (hartree): 0.311

XYZ file:
```
12
Properties=species:S:1:pos:R:3:mulliken_charge:R:1
C 2.409 1.006 -0.663 -0.290
C 1.247 1.068 -0.152 -0.188
C 0.264 1.159 0.787 -0.242
C -0.809 0.347 0.920 0.393
F -1.501 0.381 2.028 -0.282
C -1.291 -0.724 0.067 -0.115
C -0.797 -1.430 -0.981 -0.622
H 3.407 1.176 -1.221 0.339
H 0.445 1.664 1.710 0.366
H -2.170 -1.329 0.628 0.176
H -1.365 -2.192 -1.456 0.296
H 0.160 -1.126 -1.667 0.168
```

***

No. 6
C4H8O | wB97M-V/def2-TZVPD

Output
2S+1: 1
Highest occupied orbital energy (eV): -7.5
ΔE to the lowest compared entry with this formula, charge and spin (kcal/mol): 147.6
LUMO energy (eV): 0.747
HOMO-LUMO gap (hartree): 0.301

XYZ file:
```
13
Properties=species:S:1:pos:R:3:mulliken_charge:R:1
C -1.217 -0.530 0.959 -1.186
C 0.070 0.166 -0.457 0.918
O -0.788 0.282 -1.486 -0.485
C 1.439 -0.403 -0.479 -0.548
C 1.100 0.913 0.180 -1.090
H -0.953 -0.778 2.000 0.369
H -1.414 -1.459 0.428 0.347
H -2.111 0.103 0.958 0.325
H -1.108 1.193 -1.501 0.359
H 1.731 -1.266 0.119 0.198
H 1.860 -0.422 -1.493 0.231
H -0.104 0.323 0.893 0.357
H 1.475 1.901 -0.056 0.203
```